1.
The following is a DFT calculation (the ωB97M-V functional and the def2-TZVPD basis) of a structure of composition C22H35N3O3.

Properties
Frontier orbital gap, eV: 7.957
Charge: 0
Highest occupied orbital energy, eV: -7.33
LUMO level, eV: 0.63

```
63
Properties=species:S:1:pos:R:3:forces:R:3:nbo_charge:R:1
C 1.074420 3.518127 -3.950686 1.85 -0.99 -1.95 -0.659
C 0.185878 3.067527 -2.884786 3.58 3.68 -1.65 0.239
C -0.777473 2.212489 -2.770487 -1.21 -0.52 0.73 -0.302
C -1.370072 2.413933 -1.519646 -1.16 -2.56 -1.44 -0.390
C -0.641329 3.319609 -1.070090 -0.26 7.42 12.12 0.359
O 0.299778 3.896738 -1.727389 0.60 -2.06 -2.75 -0.431
C -0.694172 3.988451 0.620273 12.65 -4.33 -7.11 -0.168
N 0.333456 3.028400 1.361622 -3.21 0.20 1.53 -0.455
C 1.722336 2.893058 1.000026 -2.91 -12.75 14.79 -0.093
C 1.905495 1.427983 0.497220 12.91 4.58 9.50 -0.372
H 1.426637 1.333806 -0.205553 -9.09 -1.57 -13.51 0.153
H 3.100512 1.529137 0.059236 -3.05 -1.06 1.23 0.194
C 1.652239 0.370574 1.448738 2.63 1.88 8.68 0.019
N 1.656471 -0.934407 1.149202 0.42 -1.61 -5.10 -0.506
C 2.619783 -1.261640 -0.089176 -4.44 0.52 5.06 -0.225
C 2.557623 -2.655787 -0.182560 2.74 -6.21 -5.06 -0.405
H 2.731325 -2.930045 -1.331863 0.66 0.57 2.02 0.229
H 3.340060 -3.161985 0.379144 0.74 0.31 -0.10 0.209
C 1.437410 -3.580919 0.061033 -6.71 14.00 3.76 -0.227
C 0.234572 -2.997528 -0.842309 -0.05 -2.61 -5.19 0.684
O -0.040075 -3.757901 -1.968076 0.67 4.39 6.03 -0.699
N -0.266740 -1.686952 -0.595612 -1.63 -6.67 -4.38 -0.662
H 0.170361 -1.253555 0.110491 1.68 2.45 3.43 0.419
C -1.282247 -1.151208 -1.483268 4.45 0.54 -3.48 -0.292
H -0.644093 -0.303342 -2.082360 -2.74 -0.99 1.67 0.233
C -2.623456 -1.193698 -0.981929 -3.17 5.30 -2.27 0.098
H -3.465324 -0.636395 -1.813637 2.63 -1.99 1.79 0.186
C -3.065600 -2.496099 -0.483407 -7.00 -0.64 -1.72 -0.468
H -4.060414 -2.724718 -1.157354 2.82 -0.25 0.99 0.228
C -3.843676 -2.169341 0.903873 17.23 -4.99 -1.17 -0.355
H -3.628349 -3.023364 1.533219 -0.56 0.09 0.49 0.211
C -2.808613 -1.021138 1.175714 -4.26 1.42 5.62 -0.066
H -3.262009 -0.382956 2.089740 0.84 -0.70 -2.02 0.164
O -2.691156 -0.248439 0.061613 -0.17 0.37 1.00 -0.547
H -1.966066 -1.405482 1.670079 1.97 -0.67 -0.18 0.160
H -4.638143 -1.806838 0.918086 -12.94 4.96 -0.58 0.163
H -2.342503 -3.262559 -0.620122 0.34 -0.86 0.66 0.252
H -1.434315 -1.842980 -2.280313 0.99 -1.07 -0.99 0.244
C 0.968435 -3.201808 1.546216 -2.47 3.38 -1.37 -0.391
C 1.709437 -1.842521 2.193938 -8.44 -1.29 -0.04 -0.180
H 2.522622 -2.261977 2.480339 6.37 -1.56 2.03 0.168
H 1.085146 -1.469303 3.195701 1.76 -1.19 -2.81 0.209
H -0.191413 -3.006291 1.582743 2.17 -0.32 -0.20 0.197
H 1.083147 -4.037026 2.071117 0.81 -3.30 2.95 0.194
H 1.564495 -4.450277 -0.179614 1.55 -9.61 -2.25 0.202
H 3.520321 -1.062028 0.317785 3.39 1.79 0.17 0.211
H 2.171843 -0.784969 -0.875124 -0.28 1.65 -2.00 0.218
C 0.389681 0.702485 2.476805 9.86 9.16 -3.32 -0.368
C -0.272853 1.721404 1.705472 -4.04 4.32 4.49 -0.238
H -0.732092 1.411644 0.889081 -1.85 -2.40 -4.04 0.179
H -1.199858 1.950993 2.371563 0.89 0.29 -0.98 0.178
H 0.035743 -0.083437 2.761689 -5.16 -8.51 2.56 0.187
H 0.980009 1.123222 3.371148 -1.39 -0.23 -1.03 0.202
H 2.545433 0.397115 2.324544 -1.04 0.93 -1.88 0.097
H 1.802289 3.528338 0.439404 3.52 12.13 -11.07 0.143
H 2.261741 3.028604 2.206343 -0.45 -0.22 -3.98 0.147
H -0.091446 4.876626 0.477863 -0.65 0.57 0.33 0.200
H -1.543012 4.016896 0.978704 -8.20 0.25 3.86 0.167
H -2.103655 1.924332 -0.999722 -1.71 -1.21 0.76 0.248
H -1.404300 1.672023 -3.328626 -0.88 -2.33 -3.47 0.235
H 1.005414 4.522128 -4.389116 -0.29 0.14 0.97 0.231
H 0.806809 2.920784 -4.816907 0.10 -0.39 -0.28 0.226
H 2.183533 3.292485 -3.800034 -1.40 0.37 0.17 0.221
```
Forces are in eV/Å.

2.
The following is a DFT calculation (the ωB97M-V functional and the def2-TZVPD basis) of a cluster of 8 separate species, C5H28N2O8 in total.

Properties
Frontier orbital gap, eV: 8.630
Charge: 0
Highest occupied orbital energy, eV: -8.29
LUMO level, eV: 0.34

```
43
Properties=species:S:1:pos:R:3:forces:R:3:nbo_charge:R:1
C 0.367727 -2.196849 1.698791 1.10 -1.09 -0.73 -0.661
C 1.162262 -1.132021 2.440539 -2.03 -0.27 2.57 0.095
O 0.115328 -0.061616 2.756088 0.98 -0.61 -0.74 -0.784
C 2.455178 -0.518289 1.932431 -1.30 0.47 -1.07 -0.472
C 2.699087 -0.686437 0.433255 1.13 -0.46 -0.98 -0.220
N 1.654210 -0.211690 -0.456504 0.00 0.10 0.10 -0.700
C 1.695091 1.231677 -0.798624 0.11 -0.22 0.13 -0.045
N 0.489510 1.979155 -0.619577 -0.50 -0.04 -0.12 -0.871
H -0.572356 -1.752596 1.422768 -0.15 -0.32 -0.73 0.233
H 0.925268 -2.711402 0.888198 -0.40 0.95 -0.19 0.222
H 0.173596 -3.085308 2.301591 -0.28 0.39 0.57 0.222
H 1.212832 -1.566974 3.455628 1.11 0.19 -0.39 0.182
H 0.297065 0.227154 3.655174 -0.04 0.11 -0.05 0.474
H 2.178790 0.545475 1.958942 0.75 0.07 0.60 0.232
H 3.322799 -0.768519 2.541670 -0.08 0.12 -0.01 0.226
H 2.961958 -1.686979 0.053331 -0.10 -0.17 0.87 0.189
H 3.624331 -0.128735 0.199606 -0.37 -0.01 0.03 0.202
H 0.738749 -0.538985 -0.174439 -0.11 0.34 -0.04 0.377
H 2.468200 1.728657 -0.195073 0.12 -0.32 -0.06 0.157
H 2.016710 1.275841 -1.846791 -0.17 0.40 0.13 0.177
H -0.217633 1.836559 -1.346900 0.74 0.14 0.45 0.397
H 0.057594 1.818231 0.282570 0.27 -0.01 0.15 0.345
O -0.760247 -0.861414 -3.920656 -0.06 0.22 -0.20 -0.955
H -1.641526 -1.077194 -3.592826 0.14 -0.29 0.24 0.487
H -0.181936 -0.926853 -3.151912 -0.15 0.01 0.20 0.483
O -2.428572 -0.437864 1.365225 -0.73 0.16 0.20 -1.002
H -1.740160 -0.427775 2.045668 0.10 0.35 0.05 0.509
H -2.853356 0.437407 1.439662 0.45 -0.52 0.14 0.496
O -2.148240 2.202933 2.218151 0.31 -0.95 0.89 -0.971
H -1.431177 2.832288 2.299384 -0.28 0.40 -0.12 0.490
H -2.991250 2.630066 2.085108 0.11 0.72 -0.20 0.489
O -1.910976 -0.640241 -1.221632 -0.54 -0.46 0.28 -0.986
H -2.368502 0.200297 -1.131573 0.06 0.14 -0.47 0.458
H -2.246471 -1.053736 -0.394559 0.57 0.04 -0.37 0.511
O -2.593460 2.349622 -0.280150 -0.47 0.88 1.67 -0.951
H -2.031133 1.594136 -0.131059 0.32 -0.15 -0.14 0.476
H -3.015554 2.305874 -1.111327 -0.21 -0.34 -1.54 0.475
O 1.786214 -2.832764 -2.761339 0.61 -0.84 -0.14 -0.965
H 1.032898 -2.638286 -3.318868 -0.16 0.37 0.20 0.475
H 1.880571 -2.219099 -2.030989 -0.48 0.59 -0.05 0.486
O -1.311526 1.751326 -2.619572 -0.68 -0.56 -0.51 -0.966
H -1.525714 2.337045 -3.334701 -0.02 0.69 -0.50 0.484
H -1.346179 0.877881 -3.034711 0.33 -0.22 -0.12 0.498
```
Forces are in eV/Å.

3.
The following is a DFT calculation (the ωB97M-V functional and the def2-TZVPD basis) of a structure of composition C49H42N8O2PdSSbSe2.

Properties
Frontier orbital gap (alpha / beta), eV: 4.841 / 4.808
Charge: +3
Highest occupied orbital energy (alpha / beta), eV: -14.68 / -14.68
LUMO level (alpha / beta), eV: -9.84 / -9.87

```
106
Properties=species:S:1:pos:R:3:forces:R:3:mulliken_charge:R:1
Pd 1.628677 0.380531 0.874884 0.75 -0.49 -0.69 1.277
N 4.892951 -1.854164 -0.941752 -0.04 0.04 -0.02 0.226
C 4.293540 -1.630732 0.226835 0.01 -0.02 0.12 -1.197
N 3.359332 -0.713078 0.045201 -0.48 -0.15 -0.38 1.335
C 3.450843 -0.420698 -1.281874 0.18 0.08 -0.17 -0.347
N 4.372221 -1.092694 -1.918980 -0.02 -0.02 0.08 -0.718
C 2.585677 0.598225 -1.850064 0.20 -0.06 0.20 0.600
C 2.555243 0.925930 -3.201119 -0.04 0.06 -0.04 -0.755
N 1.763534 1.876507 -3.667194 0.03 -0.02 0.03 -0.470
C 0.989468 2.504824 -2.790200 0.02 -0.02 -0.01 -0.969
C 0.989714 2.188418 -1.441358 -0.01 -0.03 0.07 -0.475
N 1.802416 1.238776 -0.971165 -0.41 0.04 0.41 1.401
H 5.651783 -2.488794 -1.147600 0.03 0.02 0.01 0.217
H 4.557882 -2.113528 1.152361 -0.04 -0.01 0.01 0.611
H 3.189699 0.391797 -3.898465 0.01 0.01 0.02 0.606
H 0.338587 3.284026 -3.167096 0.01 0.01 0.02 0.517
H 0.341605 2.683063 -0.737404 -0.02 0.01 0.03 0.492
Se -0.281074 -1.071602 4.346978 0.09 0.11 0.05 0.088
Se -2.251447 -1.942930 3.527013 0.02 -0.04 0.04 0.015
C -2.623578 -0.796991 2.048019 -0.10 -0.04 0.03 0.389
C -3.799129 -1.275678 1.294829 -0.01 0.08 -0.10 -0.907
C -4.325991 -0.514030 0.343509 0.01 -0.03 -0.01 -1.058
C -3.762760 0.843589 0.048786 -0.07 -0.03 -0.04 0.437
C -2.347316 1.020382 0.641379 0.00 0.03 0.07 -0.478
N -1.953990 0.248330 1.785206 0.01 0.00 -0.01 -0.028
C 0.817559 -2.080047 3.124639 -0.13 0.10 -0.03 -0.223
C 1.351905 -3.277919 3.567217 -0.06 -0.05 0.01 -0.906
C 1.891956 -4.157930 2.641219 -0.01 -0.02 -0.01 -0.465
C 1.817232 -3.826114 1.298502 -0.07 -0.02 0.01 -1.113
C 1.309027 -2.587246 0.954975 -0.13 0.03 -0.09 -0.541
N 0.862332 -1.682286 1.841267 0.57 0.05 0.25 0.671
H -4.240867 -2.229093 1.556786 0.00 0.01 0.03 0.447
H -5.228503 -0.833785 -0.161610 -0.02 0.03 -0.02 0.556
H -4.451713 1.587734 0.457474 0.07 0.06 -0.02 0.496
H -2.148580 2.065636 0.871331 -0.01 0.05 0.05 0.085
H 1.291510 -3.534568 4.615470 0.02 0.01 0.00 0.578
H 2.306048 -5.105436 2.960724 0.01 0.01 0.00 0.489
H 2.145151 -4.506415 0.524298 -0.02 -0.01 0.01 0.570
H 1.241048 -2.306391 -0.089105 0.06 0.06 0.00 0.815
S 4.072914 -0.031941 3.054909 0.01 -0.09 -0.04 0.130
Sb 4.088750 2.313607 2.467838 -0.18 -0.01 0.11 0.482
C 1.869629 2.293827 2.082748 0.09 0.28 0.10 0.127
C 1.351631 3.439920 1.422454 -0.05 -0.03 0.16 -0.599
C 0.235086 4.091872 1.893969 -0.02 0.02 -0.07 -0.953
C -0.424646 3.607682 3.028139 -0.06 -0.06 0.07 -0.683
C 0.026503 2.469461 3.675044 -0.11 0.08 -0.01 -1.323
C 1.167800 1.829642 3.216790 -0.08 0.22 -0.17 0.453
C 4.448509 0.003830 4.801291 0.00 -0.02 0.05 0.890
C 3.834338 0.886580 5.682646 -0.08 0.00 -0.02 -0.357
C 4.157741 0.850181 7.031059 0.02 -0.04 0.02 -0.900
C 5.084142 -0.071027 7.500243 -0.01 0.01 0.00 -0.519
C 5.686282 -0.959236 6.619866 -0.03 0.01 0.01 -0.725
C 5.371028 -0.925591 5.269419 0.03 0.01 -0.01 -0.622
C 4.888184 2.116438 0.501233 0.05 -0.06 -0.10 0.356
C 4.512058 2.969982 -0.534695 -0.02 0.03 0.01 -0.484
C 5.179484 2.943833 -1.752992 0.02 -0.04 -0.02 -0.738
C 6.245503 2.074989 -1.941379 0.00 0.01 -0.01 -0.597
C 6.650289 1.245224 -0.904009 0.00 -0.01 0.00 -0.690
C 5.980134 1.268555 0.311967 -0.01 -0.04 -0.04 -0.451
H 1.878567 3.853984 0.572474 0.02 0.01 -0.02 0.461
H -0.107956 4.999758 1.412927 -0.01 -0.01 0.01 0.589
H -1.286018 4.137900 3.416281 0.02 0.00 -0.01 0.480
H -0.486010 2.100988 4.552405 -0.03 -0.01 0.00 0.588
H 1.582721 1.000397 3.776248 -0.05 -0.06 -0.02 0.550
H 3.102335 1.604413 5.329371 0.04 0.02 0.02 0.233
H 3.683696 1.539809 7.716733 0.01 0.01 -0.01 0.434
H 5.338148 -0.093965 8.551434 0.00 0.00 -0.01 0.414
H 6.413159 -1.673929 6.981992 -0.01 0.00 0.00 0.416
H 5.850735 -1.610359 4.581012 0.01 0.03 0.01 0.424
H 3.711413 3.689419 -0.406532 0.01 0.01 0.03 0.533
H 4.885399 3.620238 -2.545993 0.00 0.01 0.01 0.499
H 6.778575 2.065951 -2.883060 0.00 0.00 0.01 0.455
H 7.504357 0.592632 -1.035644 0.00 0.01 0.00 0.478
H 6.322562 0.626100 1.116800 -0.01 0.02 0.01 0.549
C -5.557841 -4.684916 -5.342386 0.02 -0.03 0.00 -1.505
C -5.965948 -3.463254 -4.571311 0.03 0.04 0.02 0.975
C -7.309010 -3.118138 -4.469763 -0.01 -0.03 -0.03 -0.927
C -7.727137 -2.002477 -3.759592 -0.03 0.05 0.05 -1.259
C -6.791731 -1.195932 -3.143511 -0.05 -0.13 0.03 -0.270
C -5.445575 -1.526773 -3.267567 0.04 0.04 -0.02 0.512
N -4.478996 -0.716996 -2.589374 0.23 0.06 -0.23 0.004
C -4.452625 0.585099 -2.471720 0.15 -0.03 -0.01 0.423
C -5.239028 1.440194 -3.305315 -0.11 -0.11 0.20 -0.914
C -5.026724 2.769767 -3.284178 -0.06 0.11 -0.15 -0.888
C -4.066839 3.397883 -2.403534 0.00 0.02 0.05 -0.871
C -3.329875 2.660730 -1.576335 0.02 -0.02 -0.09 -1.201
C -3.483125 1.166120 -1.469259 0.04 -0.05 -0.03 3.083
C -2.080361 0.536764 -1.608904 0.01 -0.03 0.06 -0.549
O -1.608369 0.017513 -2.574624 0.05 0.08 -0.01 -0.684
O -1.433267 0.653291 -0.440658 -0.05 -0.07 0.01 0.041
C -4.998399 -2.655052 -3.954908 -0.09 0.02 -0.08 0.548
C -3.543987 -3.021571 -4.059008 0.10 0.02 -0.03 -1.678
H -6.428749 -5.210024 -5.726852 0.00 0.00 0.00 0.419
H -4.993003 -5.381063 -4.719313 0.00 0.01 0.00 0.326
H -4.924272 -4.422424 -6.192169 -0.01 0.00 0.00 0.352
H -8.047217 -3.747770 -4.950064 0.00 0.01 0.01 0.407
H -8.780511 -1.774846 -3.670295 0.01 0.00 -0.02 0.422
H -7.105608 -0.348434 -2.546743 0.02 -0.02 0.00 0.637
H -3.650970 -1.214888 -2.276420 -0.20 -0.04 0.28 0.325
H -5.915453 0.990058 -4.015985 -0.01 0.04 0.01 0.664
H -5.559497 3.397880 -3.987793 -0.01 -0.02 0.01 0.451
H -3.956192 4.472742 -2.438042 0.00 0.00 0.02 0.544
H -2.612972 3.130944 -0.915424 0.03 -0.01 -0.02 0.241
H -2.857417 -2.221474 -3.778201 -0.04 0.01 0.01 0.319
H -3.290414 -3.279242 -5.087301 -0.02 -0.02 0.01 0.516
H -3.317919 -3.900495 -3.450354 -0.01 -0.01 -0.01 0.368
```
Forces are in eV/Å.

4.
The following is a DFT calculation (the ωB97M-V functional and the def2-TZVPD basis) of a cluster of 2 separate species, CH4ClOPS in total.

Properties
Frontier orbital gap (alpha / beta), eV: 5.767 / 5.765
Charge: 0
Highest occupied orbital energy (alpha / beta), eV: -8.87 / -8.87
LUMO level (alpha / beta), eV: -3.11 / -3.11

```
9
Properties=species:S:1:pos:R:3:forces:R:3:nbo_charge:R:1
C 0.049259 0.534509 0.770984 -0.35 -1.85 -0.65 -0.954
O 0.202529 -1.961478 -1.946643 1.45 1.95 -0.39 -0.877
P 1.673622 0.019784 -0.068598 -1.75 1.49 -0.38 1.071
S 2.641317 1.453974 -0.923828 -0.46 -1.11 0.24 -0.298
Cl 2.684202 -1.046451 1.287848 -0.25 -0.23 -0.24 -0.175
H -0.447876 -0.416408 0.921396 -0.38 -0.76 -0.98 0.266
H -0.013280 0.713808 1.827531 1.29 1.30 0.60 0.267
H -0.648684 1.154918 0.187269 0.89 -0.11 -0.02 0.275
H 0.481401 -1.565461 -2.836621 -0.44 -0.67 1.82 0.425
```
Forces are in eV/Å.

5.
The following is a DFT calculation (the ωB97M-V functional and the def2-TZVPD basis) of the molecule C3H10N2O2.

Properties
Frontier orbital gap, eV: 8.725
Charge: 0
Highest occupied orbital energy, eV: -7.97
LUMO level, eV: 0.76

```
17
Properties=species:S:1:pos:R:3:forces:R:3:nbo_charge:R:1
N -0.479473 -0.532382 1.628162 0.37 0.73 -0.22 -0.830
C -0.508290 -0.870227 0.256562 2.55 -6.48 0.76 0.238
O 0.683674 -2.141483 0.056554 -1.61 0.87 0.62 -0.867
C -0.259454 -0.136370 -0.961943 -1.71 5.48 1.44 -0.056
N 0.942571 0.010055 -1.646104 -0.25 0.31 0.59 -0.856
C -0.587524 1.492048 -0.119687 -0.20 -0.92 -3.00 -0.098
O 0.596703 1.817991 0.540513 0.30 0.15 0.66 -0.742
H 0.469883 -0.389956 1.955172 -0.14 0.22 -0.05 0.370
H -0.881875 -1.267806 2.195587 0.01 -0.03 -0.34 0.384
H -1.333590 -1.559202 0.083991 -0.34 0.39 0.22 0.203
H 1.534261 -1.817965 0.388867 -0.34 0.19 -0.13 0.435
H -1.091371 -0.245376 -1.652787 0.08 -0.22 0.00 0.207
H 0.957550 -0.328079 -2.596168 0.69 0.08 0.58 0.402
H 1.721979 0.266103 -1.053337 0.17 -0.32 -0.96 0.396
H -0.694905 2.111378 -1.010863 0.23 0.31 0.04 0.160
H -1.511001 1.625459 0.449769 0.31 -0.56 0.25 0.175
H 0.440862 1.965812 1.485712 -0.13 -0.20 -0.47 0.481
```
Forces are in eV/Å.